1 | # C5H6N2O

An isolated molecule of C5H6N2O (ωB97M-V/def2-TZVPD, OMol25).

Cartesian coordinates (Å):
O: -1.57 -0.76 -1.79
N: -0.07 -0.04 2.46
N: 1.85 0.52 1.30
C: 0.47 0.23 1.38
C: -1.46 -0.36 -0.44
C: 2.02 0.67 0.01
C: 0.87 0.41 -0.84
C: -0.10 0.05 0.04
H: -2.15 0.46 -0.25
H: 0.79 0.47 -1.95
H: 3.03 1.04 -0.35
H: -1.01 -0.05 2.26
H: -1.79 -1.20 0.23
H: -0.89 -1.42 -2.07

Results
Charge: 0
Structure (SMILES): [H]/N=C1/N=CC=C1CO
HOMO, eV: -9.78
Kohn-Sham gap, Ha: 0.327

2 | # C5H6N2O

A structure of composition C5H6N2O (ωB97M-V/def2-TZVPD, OMol25).

Cartesian coordinates (Å):
O: -2.14 0.01 -1.09
N: 0.26 -1.54 -0.44
N: 1.73 -1.81 -0.02
C: 1.06 0.92 -0.12
C: 1.87 1.86 -0.15
C: -1.11 0.52 -0.04
C: -2.38 -0.31 0.53
C: 0.16 -0.24 -0.27
H: -3.00 0.71 1.27
H: 2.72 -0.99 0.17
H: 2.11 -2.56 -0.41
H: -2.32 -1.57 0.89
H: -0.95 1.83 0.01
H: 1.98 3.17 -0.33

Results
Charge: 0
HOMO, eV: -8.76
Kohn-Sham gap, Ha: 0.315

3 | # C5H6N2O

An isolated molecule of C5H6N2O (ωB97M-V/def2-TZVPD, OMol25).

Cartesian coordinates (Å):
O: -1.64 0.38 -2.31
N: 0.41 0.26 0.45
N: 1.29 -0.60 1.07
C: -0.87 0.88 -1.41
C: -0.90 2.27 -0.88
C: 0.87 -2.14 1.07
C: -0.04 0.04 -0.77
C: -1.43 3.43 -0.56
H: -0.03 -0.93 -1.15
H: 1.30 -0.28 1.98
H: 1.77 -2.73 1.48
H: 1.03 -2.63 0.04
H: -1.71 4.48 -0.58
H: -0.04 -2.45 1.56

Results
Charge: 0
Structure (SMILES): C#CC(=O)/C=N/NC
HOMO, eV: -9.60
Kohn-Sham gap, Ha: 0.321

Top of the stability list: 1, leading by 3.600 eV.

1 | # C5H6N2O

An isolated molecule of C5H6N2O (ωB97M-V/def2-TZVPD, OMol25).

Cartesian coordinates (Å):
O: -0.12 1.99 -0.21
N: 0.44 0.03 -0.32
N: 2.84 -0.27 0.27
C: -0.64 0.82 -0.12
C: -1.87 0.13 0.37
C: -0.05 -1.30 -0.31
C: 1.66 0.38 -0.12
C: -1.46 -1.23 -0.02
H: -0.83 2.78 0.20
H: -2.78 0.78 0.20
H: -1.95 -2.14 0.14
H: 2.53 -1.26 0.21
H: 0.56 -2.16 -0.50
H: 1.67 1.44 0.21

Results
Charge: 0
Structure (SMILES): [H]/N=C\n1cccc1O
HOMO, eV: -8.11
Kohn-Sham gap, Ha: 0.302

2 | # C5H6N2O

An isolated molecule of C5H6N2O (ωB97M-V/def2-TZVPD, OMol25).

Cartesian coordinates (Å):
O: -2.54 -0.67 0.01
N: -1.09 1.17 0.33
N: 1.35 0.96 -0.17
C: -0.17 -0.88 -0.41
C: 0.37 1.73 -0.18
C: 1.04 -1.71 0.07
C: 0.84 -0.21 0.52
C: -1.49 -0.17 -0.07
H: 0.24 2.77 -0.20
H: -1.84 1.98 -0.14
H: 1.59 -2.03 -0.94
H: 1.08 -2.35 0.95
H: 0.54 -0.07 1.59
H: 0.09 -0.52 -1.38

Results
Charge: 0
Structure (SMILES): O=C1NC=N[C@@H]2C[C@@H]12
HOMO, eV: -9.07
Kohn-Sham gap, Ha: 0.361

Top of the stability list: 1, leading by 0.168 eV.